[1]
180
Properties=species:S:1:pos:R:3:forces:R:3 method="wB97M-V/def2-TZVPD" energy_ha=-5920.6312 homo_lumo_gap_ev=9.14 homo_ev=-9.2 charge=0
C -1.67265 0.28417 0.36157 -1.0 1.4 0.3
C -0.59767 -0.52457 -0.22669 0.5 -1.4 -2.4
O -0.77647 -1.24866 -1.22268 0.1 0.3 0.8
N 0.60855 -0.39228 0.34922 -0.8 0.2 0.6
C 1.83812 -1.09369 0.03572 -1.0 -0.1 0.8
H -2.48506 0.53742 -0.31956 0.0 -0.9 -0.3
H -1.29525 1.28149 0.58750 0.2 -0.1 0.6
H -2.04863 -0.19857 1.26362 -0.1 0.2 0.1
H 0.57310 0.15881 1.19489 0.2 0.0 0.1
H 1.67217 -1.84914 -0.73229 0.2 0.7 -0.5
H 2.08872 -1.70066 0.90571 0.6 0.3 0.1
H 2.53400 -0.26980 -0.12262 0.8 -0.9 -0.4
C -2.46065 2.81931 4.53531 -0.8 0.1 -0.4
C -3.28734 3.88194 3.80282 -0.7 0.1 0.3
O -4.40983 4.17507 4.16372 -0.6 -0.4 0.6
N -2.80826 4.53180 2.71949 1.4 -1.0 -0.5
C -1.43917 4.40828 2.21719 -0.7 0.8 0.0
H -1.44534 3.15226 4.75070 -0.1 -0.3 0.0
H -2.48181 1.88988 3.96627 0.5 0.2 -0.5
H -3.03529 2.53349 5.41633 0.3 0.6 0.3
H -3.45386 5.15959 2.26213 0.1 -0.1 0.3
H -1.39390 5.22305 1.49455 0.7 0.1 0.2
H -1.14217 3.50319 1.68738 -0.5 -0.4 0.1
H -0.75868 4.53465 3.05926 0.3 0.3 -0.3
C 1.65483 1.49953 4.18905 -0.3 0.0 0.0
C 0.49493 0.69431 3.70059 0.4 -1.3 0.3
O -0.17478 1.10618 2.77591 -0.9 0.8 -1.1
N 0.23247 -0.49186 4.27146 -0.1 0.1 0.9
C -1.02789 -1.24397 4.15265 0.8 1.2 -0.5
H 2.27421 0.98904 4.92652 0.0 0.2 -0.1
H 1.14152 2.37709 4.58213 0.4 0.2 0.4
H 2.20281 1.83367 3.30805 0.2 -0.1 0.1
H 0.79564 -0.78148 5.05826 0.2 0.1 -0.2
H -0.95441 -1.93935 4.98881 -0.6 -0.4 -0.6
H -1.10679 -1.62214 3.13341 0.0 -0.8 0.3
H -1.88352 -0.57413 4.23815 -0.1 0.0 0.4
C 2.94721 -4.65772 -2.09119 0.0 -0.5 0.3
C 3.86991 -4.55201 -0.92760 0.7 -2.0 -1.6
O 3.83209 -3.57926 -0.24972 0.4 1.8 2.5
N 4.72414 -5.62108 -0.76605 -0.6 0.2 0.4
C 5.58095 -5.80742 0.40018 0.2 0.2 -0.7
H 3.53895 -4.54348 -2.99943 -0.4 0.2 -0.2
H 2.22295 -3.86879 -1.88837 -0.1 -0.2 -0.8
H 2.50361 -5.65245 -2.04844 -0.3 0.1 -0.4
H 4.81550 -6.24768 -1.55289 -0.1 0.0 0.3
H 5.15742 -5.32358 1.28030 0.0 0.2 -0.3
H 6.54853 -5.37366 0.14771 0.2 -0.1 0.6
H 5.69070 -6.86722 0.63013 0.0 0.0 -0.1
C 5.67238 2.52490 -5.27194 0.3 1.0 0.1
C 5.39443 1.28163 -4.53926 -0.4 -4.0 -3.1
O 5.19524 0.21083 -5.14486 0.2 0.6 -0.2
N 5.32522 1.28690 -3.24438 0.5 1.5 2.6
C 5.20250 0.15231 -2.34460 -0.9 0.1 0.3
H 5.70176 3.31511 -4.52174 -0.3 0.6 -0.5
H 4.95401 2.63542 -6.08425 -0.2 0.3 0.4
H 6.63767 2.53257 -5.77815 0.1 -0.4 0.2
H 5.41611 2.22528 -2.88207 0.0 -0.3 0.9
H 6.12438 -0.33526 -2.02760 0.2 0.3 -0.4
H 4.51151 -0.59995 -2.72505 0.3 0.1 -0.3
H 4.72778 0.53019 -1.43908 0.1 0.0 0.1
C -5.83240 -1.14219 -3.35352 0.1 0.9 -0.4
C -4.57973 -0.43228 -2.74588 -1.3 -1.0 0.6
O -3.55025 -0.46685 -3.72586 0.0 0.4 0.2
C -2.53040 0.39602 -3.64927 -1.0 1.2 3.4
O -2.24699 1.16448 -2.70577 -0.7 -1.5 -2.2
O -1.93172 0.26389 -4.76801 2.4 -0.1 -2.8
C -0.81770 1.10246 -5.12849 -0.1 0.5 0.3
H -6.38877 -0.42737 -3.95982 0.3 0.1 -0.4
H -6.63191 -1.45923 -2.68392 0.6 -0.2 0.7
H -5.56433 -1.98156 -3.99517 0.2 0.0 0.2
H -4.24332 -0.99025 -1.87203 0.2 0.1 0.1
H -4.83755 0.58884 -2.46495 0.2 -0.2 -0.1
H -0.25494 0.71189 -5.97635 -0.6 -0.5 0.0
H -0.10153 1.20031 -4.31264 -0.3 0.1 0.2
H -1.22037 2.06505 -5.44374 0.1 0.1 0.3
C -1.27668 -4.47473 1.45190 0.6 -0.1 -0.1
C -2.30264 -3.84864 0.50086 0.8 -0.1 1.1
O -3.27123 -3.18479 1.33845 -1.8 -0.3 -0.6
C -4.39332 -3.82151 1.71493 0.0 -1.4 1.9
O -4.66838 -5.00616 1.52374 0.2 2.8 0.1
O -5.03455 -2.93472 2.58424 1.4 -0.2 -1.5
C -6.06222 -3.38564 3.43731 -0.4 -1.2 -0.1
H -1.55506 -5.43481 1.88646 -0.4 -0.3 -0.6
H -1.04085 -3.93160 2.36706 -0.1 0.8 -0.3
H -0.36146 -4.58502 0.87026 0.2 -0.2 0.2
H -2.60963 -4.65204 -0.16876 -1.0 0.3 0.2
H -1.92795 -3.01859 -0.09808 0.4 -0.2 0.0
H -5.81858 -4.40290 3.74379 -0.4 -0.2 -0.1
H -7.01708 -3.32427 2.91522 -0.1 -0.2 0.1
H -6.12752 -2.81513 4.36379 0.4 0.5 -0.4
C 2.15291 -1.19598 -4.06901 -0.5 -0.3 -0.2
C 1.65984 -1.30321 -5.51197 0.2 1.8 1.7
O 1.78239 -2.63251 -5.80330 0.2 -2.7 -0.7
C 1.53227 -3.06737 -7.02910 0.1 0.8 -1.9
O 1.40435 -2.38013 -8.01921 -0.2 0.1 0.5
O 1.49839 -4.37941 -7.04196 -0.2 -2.7 0.7
C 1.22442 -5.12092 -8.28535 -0.3 2.5 -0.4
H 1.57555 -1.87453 -3.44105 -0.4 0.3 0.1
H 2.01948 -0.15710 -3.76729 0.3 -0.1 0.4
H 3.17383 -1.56025 -3.95439 0.1 0.5 -0.4
H 2.27045 -0.62312 -6.10591 -0.1 -0.3 -0.5
H 0.60583 -1.02741 -5.54505 0.1 0.1 -0.2
H 0.49327 -4.49365 -8.79530 0.1 0.0 -0.4
H 0.73123 -6.09097 -8.22320 0.6 0.0 1.2
H 2.14153 -5.11342 -8.87439 -0.1 -0.3 0.1
C -4.24853 5.82909 -1.66877 0.0 -1.4 0.5
C -3.38948 4.94880 -0.71334 -0.3 -0.3 0.7
C -3.57883 3.44395 -0.96295 -0.3 0.9 -1.9
S -5.42347 3.37627 -1.36289 -0.9 0.1 2.3
O -6.24006 3.23478 -0.14591 1.3 -0.5 -0.9
O -5.76506 2.51101 -2.48579 0.7 1.0 0.6
C -5.61534 5.14321 -1.72594 -0.3 -0.2 -1.4
H -3.85760 5.83641 -2.68622 0.4 0.4 0.2
H -4.27142 6.79145 -1.15743 -0.2 0.2 -0.7
H -3.75474 5.12429 0.29854 0.0 0.3 0.1
H -2.34482 5.25801 -0.74752 0.0 -0.2 -0.1
H -3.17614 2.70319 -0.27214 -0.7 0.3 0.5
H -3.04184 3.23678 -1.88860 -0.4 -0.4 -0.3
H -6.41615 5.63893 -1.17724 0.3 -0.6 0.7
H -6.06762 4.99243 -2.70616 0.4 0.7 -0.5
C -6.10344 0.19330 2.46816 0.3 0.0 1.2
C -5.76013 0.22599 1.00064 0.2 -0.1 -0.2
C -7.08127 0.16558 0.20345 -0.3 -0.5 0.0
S -8.39583 0.50641 1.40531 -3.4 1.5 0.1
O -9.13817 -0.72832 1.79424 1.8 1.8 -0.7
O -9.23705 1.68921 1.02682 1.7 -2.5 0.3
C -7.28955 1.05681 2.68863 -1.0 0.2 0.1
H -5.26576 0.56087 3.06086 0.1 -0.2 0.1
H -6.45403 -0.75406 2.87768 0.7 -0.5 -0.4
H -5.02743 -0.55636 0.80270 -0.3 -0.3 -0.4
H -5.22875 1.16323 0.83536 -0.3 0.1 -0.3
H -7.34390 -0.82868 -0.15790 0.3 0.0 -0.1
H -7.21259 0.90040 -0.59084 0.2 0.0 0.1
H -7.78466 0.82573 3.63180 0.0 0.4 0.0
H -7.14888 2.12160 2.50279 0.0 0.0 0.1
C 5.92008 3.52479 2.56582 0.3 -0.3 -1.0
C 6.13424 2.71211 3.83447 -0.9 -0.9 -0.7
C 6.55046 1.27138 3.41902 -0.1 -0.3 -1.1
S 5.63981 0.89484 1.79483 -0.9 1.4 1.2
O 4.45629 0.07285 2.07988 1.1 0.6 -0.2
O 6.53512 0.51832 0.72964 0.0 0.0 0.4
C 5.05508 2.65434 1.57276 1.2 -0.1 0.8
H 6.90581 3.80989 2.19820 0.0 -0.4 -0.7
H 5.49633 4.50245 2.79545 -0.6 -0.2 0.0
H 5.12839 2.64218 4.24857 0.2 -0.1 0.8
H 6.81396 3.26981 4.47870 0.0 -0.6 0.2
H 6.26257 0.41769 4.03257 -0.1 0.4 0.4
H 7.60333 1.14705 3.16587 0.0 0.3 0.0
H 4.01867 2.63971 1.91001 0.0 0.0 -0.1
H 5.14801 2.89107 0.51285 0.0 0.1 0.1
C 1.00465 2.58402 -1.65332 0.2 -1.8 -0.3
C 1.59988 2.59734 -0.21865 0.6 1.6 -1.4
C 2.23660 3.98542 -0.17345 -0.1 0.2 0.9
S 3.10478 4.27884 -1.73915 0.7 0.4 -0.8
O 4.51318 3.77103 -1.71752 -2.4 1.0 0.3
O 2.83279 5.65575 -2.18414 0.6 -1.8 0.6
C 2.07388 3.06389 -2.65156 0.6 0.0 0.1
H 0.02546 3.03128 -1.82425 0.2 0.3 0.4
H 0.87855 1.51630 -1.83274 -0.5 -0.1 -0.4
H 2.39685 1.85389 -0.20351 -0.2 -0.3 0.4
H 0.89006 2.52209 0.60512 0.0 -0.4 -0.2
H 2.83426 4.16665 0.71990 0.4 0.1 -0.3
H 1.40584 4.69016 -0.13772 0.2 0.4 -0.3
H 2.76593 2.28093 -2.96161 0.2 -0.3 0.6
H 1.75512 3.41696 -3.63229 -0.4 0.7 0.4
C 1.81959 -4.49719 3.98372 0.3 -0.7 1.3
C 2.67413 -3.82765 2.94788 0.2 2.8 -0.6
C 3.38472 -2.53511 3.58580 -0.1 -1.5 0.4
S 3.24900 -2.75626 5.49057 1.5 1.1 -3.7
O 2.19269 -1.76670 5.83425 1.5 -2.0 0.9
O 4.63422 -2.70071 6.00176 -2.4 -0.1 0.3
C 2.61697 -4.49116 5.33347 -0.8 0.0 -0.2
H 1.61705 -5.51960 3.66475 0.0 -0.2 0.3
H 0.84019 -4.04021 4.12531 0.1 0.3 -0.1
H 2.03375 -3.46442 2.14409 -0.2 0.1 0.0
H 3.38310 -4.42819 2.37797 0.2 -0.3 0.7
H 2.99995 -1.55297 3.31110 -0.7 -0.3 0.2
H 4.42112 -2.46280 3.25603 0.2 -0.3 0.5
H 2.06103 -4.78409 6.22410 -0.3 0.3 -0.1
H 3.41569 -5.22846 5.25265 0.6 0.6 0.0

[2]
118
Properties=species:S:1:pos:R:3:forces:R:3 method="wB97M-V/def2-TZVPD" energy_ha=-4149.8381 homo_lumo_gap_ev="6.68 / 6.71" homo_ev="-11.9 / -12.0" spin_multiplicity=2 charge=+2
Ti -0.06368 -0.67172 -0.69038 -0.7 -0.3 0.8
C -1.39822 -2.65949 3.42832 -0.2 0.0 0.0
N -2.49696 -2.56243 2.46408 -0.2 -0.1 0.3
C -3.79919 -3.05721 2.93321 0.2 0.1 0.0
C -2.32009 -2.03448 1.26513 0.0 0.0 -0.1
O -1.22584 -1.57753 0.88977 -0.1 0.0 0.0
C -3.51341 -2.01362 0.31990 0.1 0.0 -0.1
O -3.09300 -1.48966 -0.89777 0.0 0.3 0.0
C -3.23103 -2.23638 -2.06164 0.1 0.1 0.1
C -1.89909 -2.16265 -2.79161 0.0 0.0 0.1
O -0.94457 -1.57929 -2.25353 -0.3 -0.2 -0.5
N -1.79183 -2.74035 -3.96937 0.0 -0.3 -0.5
C -2.91460 -3.41295 -4.63142 0.2 0.1 0.0
C -0.54383 -2.68642 -4.73830 -0.3 -0.1 0.0
H -1.41742 -3.65021 3.88012 0.0 0.0 0.0
H -1.51495 -1.90949 4.21032 0.0 0.0 0.0
H -0.45139 -2.50358 2.93112 0.1 0.0 -0.1
H -3.82036 -4.14799 2.93442 0.0 0.0 0.0
H -4.61862 -2.68311 2.32597 0.1 0.0 0.1
H -3.95594 -2.70777 3.95237 0.0 0.0 0.0
H -4.28464 -1.36973 0.74180 -0.1 0.1 0.1
H -3.93631 -3.01498 0.21565 0.0 -0.1 0.0
H -4.01635 -1.81466 -2.68613 -0.1 0.1 -0.1
H -3.48148 -3.27999 -1.86063 0.0 -0.1 0.0
H -3.79244 -3.45022 -3.99577 0.0 0.0 0.0
H -2.62907 -4.43082 -4.88803 0.0 -0.1 0.0
H -3.17257 -2.88388 -5.54802 0.0 0.0 0.0
H 0.21956 -2.18290 -4.16365 0.1 0.1 0.1
H -0.71155 -2.14587 -5.67049 0.0 0.0 0.0
H -0.21790 -3.69890 -4.97377 0.0 0.0 0.0
C -2.30555 1.42882 2.02275 0.1 0.0 -0.1
Sb -0.98582 2.69096 0.87074 0.0 -0.2 0.1
C -1.02490 1.27386 -0.80855 0.2 0.6 0.0
C -0.03413 1.63957 -1.86721 -0.2 0.2 -0.1
C 0.25252 2.88495 -2.45060 -0.2 -0.1 -0.2
C 1.10108 2.94618 -3.53358 -0.1 0.1 0.0
C 1.69082 1.77770 -4.02261 0.0 0.1 -0.1
C 1.42091 0.60158 -3.37047 -0.1 -0.1 0.1
N 0.58119 0.54238 -2.32584 0.3 0.5 -0.3
Si -2.67054 1.71846 -1.69590 0.0 -0.1 -0.1
C -2.84227 3.56818 -1.96059 0.0 0.3 -0.1
C -2.65180 0.99686 -3.44122 -0.1 -0.2 -0.1
C -4.29773 1.32484 -0.86010 -0.2 -0.1 0.2
C 0.91282 2.44681 1.99679 0.2 -0.5 -0.2
C 1.59750 1.10151 1.95204 -0.1 0.2 0.0
C 2.85371 0.95553 2.58022 -0.1 0.1 0.1
C 3.41876 -0.28251 2.79389 0.1 0.1 0.0
C 2.71512 -1.40878 2.38378 0.2 0.0 0.1
C 1.53982 -1.19314 1.71550 -0.2 0.0 0.1
N 0.98818 0.00844 1.43944 0.3 -0.1 0.0
Si 1.97884 3.94013 1.44377 -0.1 -0.1 0.0
C 2.18876 3.91554 -0.41209 0.1 0.1 -0.2
C 1.11469 5.52190 1.90085 -0.1 0.3 0.2
C 3.72334 4.05014 2.09882 0.3 -0.1 0.1
Si 0.41740 2.65962 3.85526 0.1 0.0 -0.1
C -0.92159 3.93294 4.10619 -0.2 0.2 0.0
C 1.82990 3.22741 4.92343 0.3 0.1 0.2
C -0.07531 0.97156 4.47792 -0.1 -0.3 0.2
H -3.28769 1.48970 1.55593 0.0 0.0 0.0
H -2.38817 1.73773 3.06049 0.0 0.1 0.0
H -1.92785 0.41213 1.96313 0.0 0.0 0.1
H -0.21280 3.77720 -2.05431 0.0 -0.1 -0.1
H 1.31148 3.89910 -4.00779 0.0 -0.1 0.0
H 2.35324 1.79216 -4.87940 -0.1 0.0 0.1
H 1.88084 -0.33094 -3.67973 0.0 0.0 0.0
H -2.29005 3.93065 -2.83385 -0.1 0.0 0.1
H -2.54557 4.16977 -1.09642 -0.1 0.0 -0.1
H -3.90617 3.76829 -2.14165 0.1 0.0 0.0
H -2.71541 1.81802 -4.16364 0.0 -0.1 0.1
H -3.51796 0.34728 -3.62706 0.1 0.1 0.0
H -1.73979 0.44022 -3.66590 0.0 0.0 0.0
H -4.55301 2.10953 -0.13653 0.0 -0.1 -0.1
H -4.37641 0.35540 -0.36766 0.0 0.2 -0.1
H -5.05810 1.36904 -1.65408 0.1 0.0 0.2
H 3.34977 1.83848 2.95117 0.0 -0.1 0.0
H 4.37761 -0.37129 3.29641 -0.1 0.0 0.0
H 3.07693 -2.41585 2.55440 0.0 0.1 0.0
H 0.99061 -2.04826 1.35734 -0.1 -0.1 -0.1
H 1.34477 4.40573 -0.90992 0.3 -0.1 0.2
H 2.29658 2.91181 -0.84079 0.0 0.2 0.1
H 3.09503 4.48150 -0.66349 -0.1 -0.1 0.0
H 0.04127 5.49391 1.69699 0.1 0.1 0.0
H 1.54842 6.33599 1.30458 -0.1 -0.1 0.1
H 1.25928 5.78069 2.95776 0.0 0.0 -0.2
H 4.39656 3.34494 1.59782 -0.1 0.1 0.1
H 3.83098 3.92635 3.17933 0.0 0.0 -0.1
H 4.07168 5.06199 1.84956 0.0 -0.2 0.0
H -0.48814 4.93758 4.09622 -0.1 -0.1 0.0
H -1.35941 3.77502 5.10064 0.1 0.0 -0.1
H -1.73640 3.92185 3.38096 0.0 0.0 0.1
H 2.22298 4.20169 4.61488 0.0 -0.1 0.1
H 2.65632 2.50946 4.96916 -0.1 0.2 0.0
H 1.44010 3.34639 5.94440 0.1 0.0 -0.2
H -0.59515 0.38804 3.71517 0.0 0.0 0.1
H -0.72778 1.06670 5.35552 0.1 -0.1 -0.1
H 0.82092 0.41376 4.78177 -0.2 0.1 0.0
C 4.32079 -0.23781 -1.11558 -0.1 0.4 0.1
C 2.94858 -0.09339 -0.91242 0.2 0.2 0.1
N 2.08931 -1.09388 -0.92568 0.6 -0.3 -0.1
C 2.58430 -2.33498 -1.12608 -0.1 -0.4 0.0
C 3.93601 -2.57738 -1.37628 0.2 -0.1 -0.1
C 4.81387 -1.48031 -1.37047 0.3 -0.4 -0.1
C 4.39645 -3.92252 -1.60801 0.1 0.2 0.0
C 3.54449 -4.96074 -1.56678 -0.2 -0.2 0.0
C 2.15162 -4.74855 -1.26644 0.2 -0.3 -0.1
C 1.22574 -5.80369 -1.17473 0.3 -0.1 -0.1
C -0.07373 -5.52709 -0.85698 -0.3 0.0 0.1
C -0.43350 -4.19440 -0.62171 -0.3 -0.1 0.1
N 0.40487 -3.18891 -0.70205 0.1 0.2 0.1
C 1.67697 -3.45734 -1.03438 0.3 0.3 -0.1
H 4.96294 0.63454 -1.08486 -0.1 -0.1 0.0
H 2.53231 0.88342 -0.72880 0.0 0.1 0.0
H 5.87150 -1.63378 -1.55998 -0.1 0.0 0.0
H 5.45081 -4.07828 -1.80997 -0.1 0.0 0.0
H 3.89396 -5.97359 -1.73834 -0.1 0.1 0.0
H 1.55253 -6.82377 -1.34957 0.0 0.1 0.0
H -0.81343 -6.31448 -0.77037 0.1 0.1 0.0
H -1.45479 -3.94802 -0.34622 0.0 0.0 0.0

[3]
5
Properties=species:S:1:pos:R:3:forces:R:3 method="wB97M-V/def2-TZVPD" energy_ha=-435.3071 smiles=N#CP homo_lumo_gap_ev=10.89 homo_ev=-10.6 charge=0
N -2.10241 -0.28806 -0.24639 12.2 3.7 2.0
C -0.83514 0.09365 -0.06707 -14.2 -4.1 -2.7
P 0.77213 0.69584 -0.26353 1.7 -1.8 0.5
H 0.90064 0.20521 1.04904 0.6 0.8 0.7
H 1.26477 -0.70663 -0.47204 -0.3 1.3 -0.6

[4]
18
Properties=species:S:1:pos:R:3:forces:R:3 method="wB97M-V/def2-TZVPD" energy_ha=-363.8926 homo_lumo_gap_ev="12.04 / 6.80" homo_ev="-15.4 / -15.4" spin_multiplicity=2 charge=+1
C -0.98622 0.96854 -0.39508 -0.9 0.1 -1.5
O -2.03595 1.69318 0.21234 0.3 -0.5 0.4
C -0.55177 -0.18212 0.50947 1.0 -0.4 0.8
C 0.78163 -0.86825 0.06340 -0.1 1.3 -0.3
C 0.71777 -1.46718 -1.34135 -0.6 0.1 0.8
O 1.77332 0.18033 0.01882 -0.4 -0.3 0.6
N -0.34974 0.43845 1.82954 0.4 0.5 -2.4
H -1.32918 0.50584 -1.33434 -0.2 0.0 0.3
H -0.17997 1.62378 -0.72483 0.4 -0.1 0.6
H -1.88550 2.62355 0.06124 -0.2 0.5 -0.1
H -1.30361 -0.97661 0.57537 -0.4 0.3 0.1
H 1.01696 -1.56126 0.86406 0.2 -0.5 -0.1
H 1.73280 -1.69958 -1.64616 -0.1 -0.2 -0.1
H 0.05714 -2.33359 -1.36093 0.2 -0.2 -0.1
H 0.30180 -0.73034 -2.02444 0.2 0.0 -0.1
H 2.40987 0.00032 0.71359 0.5 0.1 -0.1
H 0.60528 0.40880 2.17782 -0.1 -0.2 0.7
H -0.77461 1.37615 1.80150 -0.5 -0.3 0.9

Computed values of max |F| (unit: hartree/bohr) for the preceding records, in sequence: 0.0980 0.0206 0.2918 0.0490.